Entry 1:
Entry from the Open Molecules 2025 dataset: a molecular structure, C20H42NP3RuS (wB97M-V/def2-TZVPD).

The total energy is -64162.4113 eV. As for the multiplicity: 6. The net charge is +3.

Cartesian coordinates (Å):
Ru1 -0.3794 0.5780 0.7262
P1 1.4372 1.6394 1.3454
P2 -1.6310 0.7802 2.4348
P3 -1.1049 2.3414 -0.4696
H1 0.4034 -3.3506 -6.2126
C1 0.5645 -2.2650 -6.3972
C2 1.7326 -1.5802 -6.3390
H2 2.5540 -1.7405 -5.6125
C3 2.7770 0.5875 2.0644
C4 1.2479 2.9355 2.6678
C5 2.3947 2.4970 0.0344
C6 -3.0250 -0.3735 2.1495
C7 -0.9962 0.2344 4.0228
C8 -2.4222 2.3746 2.9002
C9 -0.5894 2.3399 -2.2024
C10 -0.9736 4.1164 -0.0417
C11 -2.8188 1.7934 -0.7171
H3 -0.2554 -1.7449 -6.9089
H4 2.0483 -0.9370 -7.1959
H5 3.1056 -0.1709 1.3279
H6 2.4058 0.0426 2.9495
H7 3.6275 1.2369 2.3477
H8 0.8559 2.4819 3.5928
H9 0.5584 3.7245 2.3309
H10 2.2545 3.3526 2.8360
H11 2.7951 1.7311 -0.6508
H12 3.2158 3.0627 0.5100
H13 1.7308 3.1786 -0.5170
H14 -3.7325 -0.2869 2.9854
H15 -2.6281 -1.3965 2.0974
H16 -3.5262 -0.1522 1.1996
H17 -1.6632 0.5952 4.8003
H18 0.0066 0.6004 4.2110
H19 -0.9708 -0.8490 4.0663
H20 -3.0218 2.1772 3.8000
H21 -3.0806 2.7774 2.1214
H22 -1.6805 3.1582 3.1222
H23 -1.1488 3.1095 -2.7498
H24 -0.8181 1.3475 -2.6048
H25 0.4803 2.5406 -2.2702
H26 -1.5498 4.6705 -0.8046
H27 0.0832 4.4228 -0.0797
H28 -1.3907 4.3023 0.9573
H29 -3.2910 2.4111 -1.4896
H30 -3.3591 1.8764 0.2252
H31 -2.8325 0.7393 -1.0369
C12 0.8625 -2.0606 -2.5374
C13 -0.5348 -1.9492 -2.4322
C14 -1.4169 -2.8336 -3.0481
C15 -0.9215 -3.9709 -3.6860
C16 0.4373 -4.2453 -3.5372
C17 1.3568 -3.2629 -3.0969
S1 1.7986 -0.7573 -1.8189
H32 1.8834 0.3484 -2.6980
H33 -0.9187 -1.0777 -1.9264
H34 -2.4580 -2.5562 -3.0339
H35 -1.4814 -4.7246 -4.2478
H36 0.7709 -5.2412 -3.8459
H37 2.4431 -3.3359 -3.2632
C18 1.3409 -3.0193 4.3118
C19 1.3244 -3.0430 2.7759
C20 0.7176 -1.9279 2.1447
N1 0.2255 -1.1438 1.4467
H38 1.8640 -2.1427 4.7068
H39 1.8832 -3.8826 4.7108
H40 0.3294 -3.0357 4.7427
H41 2.3249 -3.1306 2.3603
H42 0.7793 -3.9170 2.4462

Cartesian forces (eV/Å) of the 6 atoms listed first:
0.6 -1.2 -2.9
3.6 1.9 1.0
-3.0 0.5 1.6
-0.8 1.0 -0.7
0.5 0.6 -0.9
-5.3 -2.7 0.0

***

Entry 2:
Entry from the Open Molecules 2025 dataset: 3 unconnected molecules or ions with the total composition C20H43ClN2O6Si (wB97M-V/def2-TZVPD).

As for the SMILES: CCCN[Si@](COCCOCC)(CON=O)C[C@@H](C)Cl.C1CCOC1.C1CCOC1. The total energy is -57098.7854 eV. The net charge is 0.

Cartesian coordinates (Å):
C1 2.4541 -3.8031 3.8527
C2 1.4220 -3.4588 2.7413
C3 1.6817 -2.0457 2.1893
N1 0.9518 -1.8806 0.9176
Si1 1.1647 -0.2991 0.1714
C4 -0.4097 -0.0531 -0.8803
O1 -1.5805 0.0517 -0.0678
C5 -2.5089 -0.9811 -0.3391
C6 -3.8410 -0.5968 0.2585
O2 -3.7190 -0.6668 1.6689
C7 -4.3708 0.3610 2.3868
C8 -3.4639 0.7890 3.5660
C9 2.6335 -0.3235 -1.0277
O3 3.6411 -1.2359 -0.5292
N2 4.9089 -0.6296 -0.4760
O4 5.4098 -0.8176 0.5573
C10 1.1730 1.1167 1.4405
C11 1.9678 2.3803 1.0665
C12 1.7396 3.4088 2.1955
Cl1 3.7377 2.0948 1.0282
H1 3.1350 -4.5746 3.5099
H2 1.9119 -4.1350 4.7317
H3 3.0061 -2.8978 4.0925
H4 1.4289 -4.1833 1.9353
H5 0.4474 -3.4005 3.2205
H6 2.7505 -1.9129 2.0417
H7 1.2954 -1.3730 2.9573
H8 -0.0438 -1.9928 1.0956
H9 -0.2860 0.8059 -1.5452
H10 -0.4377 -0.9197 -1.5436
H11 -2.6690 -1.1223 -1.4098
H12 -2.1914 -1.9053 0.1527
H13 -4.5859 -1.3247 -0.0835
H14 -4.1275 0.3917 -0.1021
H15 -4.5498 1.2492 1.7812
H16 -5.3230 0.0285 2.8060
H17 -2.4780 0.3822 3.3633
H18 -3.3770 1.8705 3.5972
H19 -3.8265 0.3798 4.5030
H20 3.0347 0.6536 -1.2870
H21 2.2569 -0.7527 -1.9613
H22 1.4972 0.8272 2.4388
H23 0.1332 1.4383 1.5370
H24 1.5875 2.8013 0.1402
H25 1.8484 2.8598 3.1295
H26 0.7286 3.8062 2.1726
H27 2.5129 4.1693 2.1702
C13 0.8120 -4.7788 -3.7213
C14 1.8943 -3.8842 -4.3145
C15 1.2172 -2.5220 -4.2966
O5 0.3232 -2.5273 -3.1781
C16 0.1919 -3.8638 -2.6763
H28 1.1920 -5.7067 -3.2972
H29 0.0747 -5.0305 -4.4876
H30 2.7699 -3.8768 -3.6613
H31 2.2159 -4.1828 -5.3111
H32 0.6285 -2.3564 -5.2051
H33 1.9267 -1.6997 -4.1898
H34 0.7281 -3.9248 -1.7234
H35 -0.8620 -4.0794 -2.4951
C17 -2.2754 4.2382 -1.5609
C18 -2.1304 5.7538 -1.4611
C19 -1.0153 5.8910 -0.4322
O6 -0.1777 4.7408 -0.5881
C20 -0.8315 3.7857 -1.4220
H36 -2.7392 3.8971 -2.4852
H37 -2.8694 3.8643 -0.7233
H38 -1.8088 6.1627 -2.4217
H39 -3.0449 6.2646 -1.1637
H40 -1.4150 5.8902 0.5877
H41 -0.4184 6.7931 -0.5688
H42 -0.3251 3.7751 -2.3947
H43 -0.7325 2.7971 -0.9727

Cartesian forces (eV/Å) of the 6 atoms listed first:
-0.8 0.2 -0.7
0.7 0.7 0.7
-0.8 -1.3 -0.2
0.3 1.2 0.0
-0.8 0.0 0.2
1.1 -0.3 0.0

***

Entry 3:
Entry from the Open Molecules 2025 dataset: a molecular structure, C20H43HgN2O7P2S (wB97M-V/def2-TZVPD).

The value obtained for the relative energy (zero: lowest compared OMol25 entry of this formula, charge and spin) is 30.5 kcal/mol. The total energy is -72339.7737 eV. As for the multiplicity: 2. The net charge is 0.

Cartesian coordinates (Å):
Hg1 -0.0523 0.4926 0.2900
O1 3.6141 0.5607 1.1149
S1 2.7666 0.7713 -0.1727
O2 3.6468 1.1772 -1.2142
O3 2.0174 -0.4940 -0.3855
O4 1.7239 1.8057 0.1607
O5 -2.0873 0.0024 0.1744
P1 -2.9627 0.0867 -1.2176
C1 -2.6176 -1.8226 -1.7074
C2 -1.1708 -2.2747 -1.5116
C3 -0.1994 -1.6375 -2.5011
C4 -0.6246 -1.9467 -3.9310
C5 -2.0544 -1.4808 -4.1769
C6 -3.0381 -2.0629 -3.1610
C7 -2.8553 2.0984 -1.3207
C8 -1.4844 2.6702 -1.6706
C9 -1.0486 2.3607 -3.1006
C10 -2.0789 2.8754 -4.1010
C11 -3.4690 2.3310 -3.7860
C12 -3.8710 2.6220 -2.3404
C13 -4.7208 0.0623 -0.5619
C14 -5.7977 -0.4894 -1.5170
C15 -6.0764 -1.9868 -1.3822
C16 -6.3505 -2.3815 0.0660
C17 -5.1835 -1.9703 0.9603
C18 -4.9472 -0.4646 0.8635
H1 -3.2575 -2.4096 -1.0425
H2 -1.1288 -3.3634 -1.6593
H3 -0.8405 -2.1029 -0.4836
H4 0.8187 -1.9738 -2.3070
H5 -0.1839 -0.5477 -2.3657
H6 -0.5527 -3.0278 -4.0983
H7 0.0561 -1.4715 -4.6404
H8 -2.3747 -1.7474 -5.1870
H9 -2.0826 -0.3895 -4.1170
H10 -3.1228 -3.1444 -3.3298
H11 -4.0290 -1.6442 -3.3508
H12 -3.1350 2.4111 -0.3077
H13 -0.7045 2.3645 -0.9673
H14 -1.5335 3.7613 -1.5552
H15 -0.9302 1.2803 -3.2276
H16 -0.0707 2.8068 -3.2923
H17 -1.7865 2.6096 -5.1194
H18 -2.1034 3.9702 -4.0554
H19 -3.4820 1.2489 -3.9492
H20 -4.2077 2.7600 -4.4674
H21 -4.8726 2.2258 -2.1571
H22 -3.9522 3.7090 -2.2113
H23 -4.9083 1.1321 -0.4838
H24 -5.5517 -0.2367 -2.5510
H25 -6.7308 0.0407 -1.2917
H26 -5.2345 -2.5725 -1.7549
H27 -6.9323 -2.2476 -2.0087
H28 -6.5294 -3.4559 0.1400
H29 -7.2590 -1.8819 0.4195
H30 -4.2972 -2.5326 0.6441
H31 -5.3964 -2.2471 1.9996
H32 -4.1385 -0.1209 1.5116
H33 -5.8512 0.0231 1.2467
N1 3.0223 -1.7053 2.4747
C19 1.8007 -2.4347 2.0984
P2 0.4034 -1.6816 2.9841
O6 0.5491 -1.8715 4.4440
O7 0.1166 -0.2901 2.4410
C20 -1.0822 -2.6438 2.3998
N2 -2.2036 -1.6597 2.2762
H34 3.8427 -2.2342 2.2008
H35 3.0587 -1.5991 3.4850
H36 3.2786 -0.2272 1.6597
H37 1.8334 -3.4942 2.3764
H38 1.6565 -2.3506 1.0208
H39 -1.3495 -3.3956 3.1389
H40 -0.9469 -3.1162 1.4280
H41 -2.1511 -1.0957 1.3698
H42 -2.1428 -0.9726 3.0301
H43 -3.1161 -2.1098 2.3078

Cartesian forces (eV/Å) of the 6 atoms listed first:
0.0 0.2 0.1
0.0 0.0 0.0
0.0 -0.1 0.0
0.0 0.0 0.0
0.1 -0.1 -0.1
-0.1 -0.1 0.0